(1)
{"formula": "C17H27N3O4S", "method": "ωB97M-V with the def2-TZVPD basis set", "elements": ["C", "N", "C", "S", "O", "O", "C", "C", "C", "C", "C", "O", "N", "C", "C", "C", "C", "N", "C", "C", "O", "C", "C", "C", "C", "H", "H", "H", "H", "H", "H", "H", "H", "H", "H", "H", "H", "H", "H", "H", "H", "H", "H", "H", "H", "H", "H", "H", "H", "H", "H", "H"], "xyz": [[4.5774, -0.2108, 1.7920], [4.1648, -1.0125, 2.9144], [3.2788, -0.3705, 3.8513], [3.7713, -2.5943, 2.5385], [3.4779, -3.2647, 3.7678], [4.8114, -3.1004, 1.6944], [2.2638, -2.4499, 1.5728], [1.0444, -2.3879, 2.2202], [-0.1033, -2.1876, 1.4751], [-0.0295, -2.0358, 0.0916], [-1.3156, -1.7843, -0.6322], [-2.3846, -2.1609, -0.1892], [-1.1981, -1.1102, -1.7985], [-2.3483, -0.5781, -2.4857], [-2.3183, 0.9739, -2.5308], [-3.7246, 1.4883, -2.8748], [-1.3556, 1.3943, -3.6504], [-1.8133, 1.4331, -1.2325], [-2.6839, 1.1764, -0.0933], [-1.8602, 1.3314, 1.1854], [-1.3248, 2.6296, 1.2998], [-0.5496, 2.9397, 0.1694], [-1.3490, 2.8053, -1.1309], [1.2050, -2.1276, -0.5466], [2.3537, -2.3326, 0.1989], [3.7232, 0.1675, 1.2139], [5.1992, -0.8382, 1.1586], [5.1652, 0.6352, 2.1491], [3.0182, -1.1077, 4.6061], [3.7986, 0.4619, 4.3264], [2.3660, 0.0069, 3.3713], [1.0106, -2.5187, 3.2900], [-1.0748, -2.1460, 1.9442], [-0.3158, -0.6811, -2.0241], [-3.2293, -0.9468, -1.9572], [-2.3805, -0.9690, -3.5075], [-3.7366, 2.5760, -2.8830], [-4.0162, 1.1340, -3.8600], [-4.4567, 1.1360, -2.1536], [-1.5925, 0.8447, -4.5581], [-0.3233, 1.1857, -3.3794], [-1.4511, 2.4532, -3.8751], [-3.0812, 0.1649, -0.1281], [-3.5224, 1.8914, -0.0540], [-2.4849, 1.1779, 2.0663], [-1.0452, 0.5903, 1.1816], [-0.2058, 3.9668, 0.3048], [0.3212, 2.2656, 0.1197], [-0.6886, 3.0532, -1.9592], [-2.1845, 3.5261, -1.1095], [1.2754, -2.0698, -1.6228], [3.3220, -2.4245, -0.2673]], "forces_ev_per_a": [[0.17, 0.10, -0.41], [-0.06, -1.10, -0.12], [-0.29, 0.04, 0.33], [0.16, 0.27, 0.06], [-0.32, 0.17, 0.03], [-0.14, 0.19, -0.25], [0.60, -0.07, 0.32], [-0.11, -0.01, 0.10], [-0.01, 0.02, -0.14], [0.17, -0.11, 0.28], [0.17, -0.01, -0.28], [-0.17, -0.05, 0.26], [0.11, -0.13, -0.35], [-0.21, 0.05, 0.02], [-0.03, -0.11, -0.17], [0.32, -0.15, 0.14], [-0.22, -0.02, 0.22], [-0.04, 0.23, -0.08], [0.21, 0.02, 0.30], [-0.30, -0.25, -0.08], [-0.06, 0.12, 0.11], [0.06, 0.20, -0.34], [0.20, 0.02, 0.28], [-0.14, 0.04, 0.11], [0.15, 0.00, -0.12], [0.01, 0.03, 0.01], [0.08, 0.21, -0.13], [-0.02, -0.02, 0.01], [-0.10, 0.19, 0.16], [0.00, -0.02, -0.02], [0.01, 0.03, 0.01], [-0.09, -0.01, 0.13], [-0.06, -0.01, 0.04], [0.00, -0.03, 0.22], [0.08, 0.04, -0.08], [-0.12, 0.07, 0.06], [-0.03, 0.12, -0.03], [-0.10, -0.03, -0.14], [-0.12, -0.02, 0.07], [-0.04, -0.03, -0.08], [0.19, 0.01, 0.01], [0.08, 0.11, -0.03], [-0.06, -0.05, -0.01], [-0.01, -0.07, -0.01], [0.02, -0.06, -0.04], [-0.08, 0.04, 0.01], [0.03, -0.05, -0.05], [-0.05, 0.08, -0.04], [0.00, 0.03, -0.01], [0.05, 0.02, -0.05], [0.01, 0.00, -0.09], [0.07, -0.01, -0.13]], "e_above_lowest_kj_mol": 166.7, "gap_ev": 8.9, "e_homo_ev": -8.801, "e_tot_ev": -41562.441, "lumo_ev": 0.11}

=====

(2)
{"formula": "C10H26ClO15", "method": "ωB97M-V with the def2-TZVPD basis set", "elements": ["Cl", "O", "O", "O", "O", "O", "H", "H", "O", "H", "H", "O", "H", "H", "C", "C", "C", "O", "C", "O", "O", "H", "H", "H", "H", "H", "H", "C", "C", "C", "O", "C", "O", "O", "H", "H", "H", "H", "H", "H", "C", "O", "H", "H", "H", "H", "C", "O", "H", "H", "H", "H"], "xyz": [[-1.9935, 0.1394, -0.8885], [-3.2623, 0.6237, -1.4484], [-1.6930, -1.1974, -1.3188], [-0.8966, 0.9870, -1.2371], [-2.2175, 0.1793, 0.5225], [-0.1176, -4.3987, -4.1208], [-0.9267, -4.7040, -4.5312], [-0.3833, -3.6393, -3.6022], [-4.7769, 5.1194, -2.4628], [-4.8173, 4.1638, -2.4269], [-5.0664, 5.4046, -1.5961], [-1.4910, 4.6333, 1.8019], [-1.3352, 3.9221, 1.1805], [-2.2967, 4.3841, 2.2548], [3.3980, 0.1978, -4.5339], [4.2453, 0.6317, -3.2966], [4.0002, -0.1681, -2.0223], [5.2640, -0.5523, -1.4943], [6.2726, -0.0170, -2.3032], [7.4775, -0.1644, -2.1469], [5.6812, 0.4355, -3.4305], [2.5067, 0.8248, -4.5109], [3.1907, -0.8672, -4.4290], [3.9515, 0.2716, -5.4700], [4.1052, 1.6789, -3.0288], [3.6006, -1.1667, -2.1989], [3.5103, 0.3686, -1.2099], [1.4186, 2.9795, 5.9807], [2.0841, 1.9622, 4.9412], [2.3297, 2.4777, 3.5659], [3.6433, 2.3683, 3.3197], [4.2846, 1.8962, 4.4135], [5.5329, 1.8293, 4.5724], [3.3394, 1.5941, 5.3663], [0.3379, 3.0916, 5.8931], [1.9155, 3.9489, 5.9416], [1.6448, 2.6143, 6.9824], [1.3858, 1.1266, 4.8949], [2.0584, 3.5294, 3.4749], [1.7202, 1.9381, 2.8411], [-3.5529, -4.6423, 2.4451], [-2.9444, -3.6471, 3.2712], [-2.9826, -4.8257, 1.5345], [-3.5858, -5.5957, 2.9724], [-4.5875, -4.4513, 2.1600], [-2.9744, -2.8491, 2.7385], [-6.3975, -3.7205, -3.4931], [-6.2303, -3.8489, -2.1410], [-6.0491, -2.7852, -3.9311], [-5.6493, -4.3346, -3.9943], [-7.3584, -4.0042, -3.9225], [-5.3129, -3.7418, -1.8792]], "forces_ev_per_a": [[-2.09, 0.64, 0.08], [1.14, -0.42, -0.78], [-0.16, -0.52, -0.31], [0.49, 0.65, -0.39], [0.63, -0.36, 1.42], [0.23, -0.18, -0.11], [-0.18, -0.06, -0.09], [-0.07, 0.30, 0.25], [-0.05, 0.25, -0.21], [0.11, -0.35, 0.00], [-0.02, 0.06, 0.21], [0.17, 0.31, 0.17], [0.03, -0.29, -0.27], [-0.19, -0.10, 0.07], [1.25, -0.03, 1.20], [0.40, -0.23, 0.41], [-0.27, -1.38, 0.72], [2.69, 1.64, -0.44], [0.69, -2.27, 0.10], [-3.08, 0.78, -0.09], [0.36, 0.69, -0.58], [-0.09, -0.36, -0.32], [-0.44, 0.10, 0.04], [-0.01, 0.54, 0.10], [-0.03, 0.16, -0.52], [-1.06, 0.41, -0.21], [-0.47, -0.06, -0.40], [1.34, -0.71, -0.47], [-3.00, 1.16, 1.51], [-3.62, 1.39, -0.92], [3.88, -0.87, -0.02], [3.84, 0.18, 1.02], [-5.41, 0.03, -0.73], [2.61, -0.56, 0.24], [0.14, -0.10, -0.34], [-0.11, 0.14, -0.31], [-0.16, -0.27, 0.02], [0.40, -0.45, 0.16], [-0.18, 0.15, 0.02], [0.23, -0.09, -0.22], [0.18, -0.55, 0.10], [-0.61, -0.51, -0.50], [0.12, 0.16, -0.12], [0.22, 0.13, 0.31], [-0.08, 0.48, 0.07], [0.20, 0.34, 0.10], [1.98, -0.16, -2.39], [-0.96, -0.06, 1.74], [-0.71, 0.88, 0.44], [-0.10, -0.89, -0.30], [-0.20, 0.11, 0.79], [0.01, 0.15, -0.25]], "e_above_lowest_kj_mol": 215.3, "gap_ev": 8.8, "e_homo_ev": -6.494, "e_tot_ev": -54019.758, "lumo_ev": 2.28, "total_charge": -1}

=====

(3)
{"formula": "C21H14BrIrN3O4S", "method": "ωB97M-V with the def2-TZVPD basis set", "elements": ["Ir", "O", "C", "O", "C", "C", "C", "C", "C", "C", "N", "C", "C", "C", "C", "C", "C", "N", "H", "H", "H", "H", "H", "H", "H", "H", "H", "H", "Br", "C", "C", "C", "C", "C", "C", "C", "O", "O", "H", "H", "H", "H", "S", "C", "N"], "xyz": [[-0.9290, -0.0707, -1.4406], [-1.6621, -4.6769, 4.6322], [-1.6967, -3.3609, 4.9104], [-1.7435, -2.9738, 6.0398], [-1.6692, -2.4075, 3.7455], [-1.2198, -1.1167, 4.0022], [-1.1840, -0.1763, 2.9900], [-1.6228, -0.5283, 1.7178], [-2.0628, -1.8151, 1.4451], [-2.0925, -2.7503, 2.4656], [-1.6044, 0.4214, 0.6587], [-1.9778, 1.6235, 0.8443], [-1.8597, 2.5928, -0.2545], [-2.2152, 3.9183, -0.1148], [-2.0349, 4.7717, -1.1990], [-1.4991, 4.2711, -2.3706], [-1.1635, 2.9247, -2.4358], [-1.3524, 2.1106, -1.4026], [-1.4872, -4.8400, 3.6988], [-0.8962, -0.8702, 5.0040], [-0.7899, 0.8146, 3.1772], [-2.3959, -2.0724, 0.4477], [-2.4792, -3.7389, 2.2506], [-2.3761, 1.9558, 1.8013], [-2.6196, 4.2767, 0.8221], [-2.3055, 5.8157, -1.1211], [-1.3355, 4.9042, -3.2305], [-0.7275, 2.4840, -3.3225], [6.1024, 1.0780, -4.1305], [5.1607, 0.1961, -2.7524], [5.8581, -0.5581, -1.8186], [5.1684, -1.2085, -0.8046], [3.7905, -1.1073, -0.7214], [3.1056, -0.3467, -1.6646], [3.7855, 0.3098, -2.6877], [1.6432, -0.2320, -1.5904], [0.9757, -0.8251, -0.6778], [0.9850, 0.4699, -2.4238], [6.9343, -0.6359, -1.8869], [5.7151, -1.7965, -0.0804], [3.2401, -1.6105, 0.0610], [3.2401, 0.8924, -3.4160], [-3.7438, -2.8851, -3.8556], [-2.8285, -1.9686, -2.9933], [-2.1305, -1.2588, -2.3181]], "forces_ev_per_a": [[-0.04, -0.14, -0.08], [-0.02, 0.00, 0.01], [0.04, 0.00, 0.01], [-0.02, 0.00, 0.00], [-0.02, -0.01, -0.02], [0.00, 0.01, 0.00], [-0.01, -0.01, 0.00], [0.02, -0.01, 0.04], [0.02, 0.01, -0.03], [0.00, 0.00, 0.02], [-0.01, 0.01, -0.03], [0.02, 0.00, 0.00], [-0.01, 0.00, 0.00], [0.00, 0.00, 0.00], [0.00, 0.00, 0.00], [0.00, 0.00, 0.00], [0.00, 0.01, 0.01], [0.02, 0.02, -0.01], [0.00, 0.00, -0.02], [0.00, 0.00, 0.00], [0.00, 0.00, 0.01], [0.00, -0.01, 0.01], [0.00, 0.00, 0.00], [0.01, 0.01, -0.01], [0.00, 0.00, 0.00], [0.00, 0.00, 0.00], [0.00, 0.00, 0.00], [0.00, 0.00, 0.00], [-0.01, 0.00, 0.01], [0.01, 0.01, -0.02], [-0.01, 0.00, 0.01], [0.00, 0.00, 0.00], [0.00, 0.00, 0.00], [-0.01, 0.00, 0.00], [-0.01, -0.01, 0.01], [0.06, 0.02, 0.00], [-0.02, 0.02, 0.01], [-0.03, 0.01, 0.03], [0.00, 0.00, 0.00], [0.00, 0.00, 0.00], [0.00, 0.00, 0.00], [0.00, 0.00, 0.00], [0.00, -0.02, 0.00], [0.00, 0.01, -0.01], [0.02, 0.08, 0.06]], "e_above_lowest_kj_mol": 0.0, "gap_ev": [7.0, 6.0], "e_homo_ev": [-11.546, -11.545], "e_tot_ev": -118373.564, "lumo_ev": [-4.55, -5.59], "total_charge": 1, "multiplicity": 5}